2 unconnected molecules or ions with the total composition CH4N3O3. Source: OMol25; level of theory: the ωB97M-V functional and the def2-TZVPD basis.

XYZ file:
```
11
Properties=species:S:1:pos:R:3:lowdin_charge:R:1
C 0.30 0.66 -1.38 -0.79
N -0.79 -1.29 1.10 0.02
N -0.66 -0.01 1.69 -0.36
N -0.35 0.37 2.76 -0.03
O 0.40 -0.56 -1.20 -0.06
O -0.44 1.44 -0.80 -0.02
O 1.26 1.16 -2.32 0.02
H -0.51 -1.04 0.11 0.03
H -0.31 -2.11 1.39 0.04
H -1.00 0.59 0.89 0.10
H 2.09 0.78 -2.22 0.03
```

Output
* DFT total energy: -430.484914 a.u.
* orbital gap: 7.73 eV
* charge: -1


A gas-phase ion, CH4N3S (charge +1). Source: OMol25; level of theory: the ωB97M-V functional and the def2-TZVPD basis.

XYZ file:
```
9
Properties=species:S:1:pos:R:3:lowdin_spin:R:1
C 0.61 -0.49 -0.24 0.17
N -2.50 1.13 -0.02 0.30
N -0.68 -0.21 0.21 0.11
N -1.61 0.44 -0.09 0.26
S 1.73 1.04 -0.05 1.06
H 0.96 -1.24 0.44 0.01
H 0.56 -0.46 -1.29 0.01
H -3.53 1.31 -0.17 0.04
H 1.23 1.19 1.20 0.04
```

Output
* DFT total energy: -602.393872 a.u.
* orbital gap (alpha / beta): 6.41 / 6.38 eV
* 2S+1: 3
* charge: +1


A molecular structure, CH4N3S2. Source: OMol25; level of theory: the ωB97M-V functional and the def2-TZVPD basis.

XYZ file:
```
10
Properties=species:S:1:pos:R:3:lowdin_charge:R:1
C -0.38 -0.14 -0.19 -0.44
N 2.69 0.33 -0.91 -0.77
N -1.14 0.84 -0.63 0.14
N -0.67 -0.99 0.68 0.09
S 1.87 -0.86 -0.26 0.79
S 2.34 0.97 0.61 0.63
H -0.90 1.83 -1.06 0.21
H -2.11 0.68 -0.36 0.12
H -0.01 -1.58 1.09 0.05
H -1.69 -1.05 1.03 0.19
```

Output
* DFT total energy: -1000.727168 a.u.
* orbital gap (alpha / beta): 7.47 / 7.47 eV
* charge: +1


2 unconnected molecules or ions with the total composition CH4N4. Source: OMol25; level of theory: the ωB97M-V functional and the def2-TZVPD basis.

XYZ file:
```
9
Properties=species:S:1:pos:R:3:lowdin_charge:R:1
C -0.64 1.00 -0.45 -0.07
N 2.10 0.26 0.35 0.01
N 2.43 -0.74 0.08 0.02
N -0.76 -0.16 0.20 -0.26
N -0.13 -1.22 -0.07 -0.03
H -1.19 1.88 -0.10 0.05
H -0.28 1.05 -1.50 0.07
H -1.46 -0.03 1.02 0.19
H -0.08 -2.05 0.47 0.03
```

Output
* DFT total energy: -259.443779 a.u.
* orbital gap: 8.89 eV


CH4N4 in the gas phase. Source: OMol25; level of theory: the ωB97M-V functional and the def2-TZVPD basis.

XYZ file:
```
9
Properties=species:S:1:pos:R:3:lowdin_charge:R:1
C -0.39 1.08 -1.10 -0.04
N 0.94 0.90 -1.07 -0.07
N 1.09 -0.15 -0.28 -0.08
N 0.21 0.03 0.67 -0.12
N -0.16 -1.13 1.27 0.02
H -1.05 0.24 -1.35 0.07
H -0.80 2.06 -1.34 0.06
H -0.16 -1.07 2.28 0.09
H 0.30 -1.96 0.91 0.08
```

Output
* DFT total energy: -259.378557 a.u.
* orbital gap: 9.83 eV


CH4N4 in the gas phase. Source: OMol25; level of theory: the ωB97M-V functional and the def2-TZVPD basis.

XYZ file:
```
9
Properties=species:S:1:pos:R:3:lowdin_charge:R:1
N -1.46 -0.02 -0.12 0.08
N -0.10 0.12 -0.08 -0.33
C 0.67 1.15 0.53 0.03
N 1.89 0.06 0.21 0.00
N 0.90 -0.76 -0.18 -0.13
H -1.67 -0.88 0.34 0.07
H -1.85 -0.09 -1.08 0.10
H 0.61 1.66 1.47 0.04
H 1.00 -1.22 -1.10 0.15
```

Output
* DFT total energy: -259.305352 a.u.
* orbital gap (alpha / beta): 8.98 / 8.98 eV


2 unconnected molecules or ions with the total composition CH4N4O. Source: OMol25; level of theory: the ωB97M-V functional and the def2-TZVPD basis.

XYZ file:
```
10
Properties=species:S:1:pos:R:3:lowdin_charge:R:1
C 1.19 0.12 -0.85 -0.07
N -0.33 1.58 0.26 -0.26
N -0.86 2.55 0.55 0.17
N -1.49 -1.86 0.66 0.01
N 0.09 0.50 0.03 -0.04
O -0.81 -1.89 1.68 -0.08
H 1.98 -0.49 -0.30 0.10
H 0.67 -0.40 -1.61 0.06
H 1.74 1.01 -1.13 0.07
H -2.19 -1.11 0.70 0.04
```

Output
* DFT total energy: -334.581549 a.u.
* orbital gap (alpha / beta): 9.24 / 9.24 eV


CH4N4O in the gas phase. Source: OMol25; level of theory: the ωB97M-V functional and the def2-TZVPD basis.

XYZ file:
```
10
Properties=species:S:1:pos:R:3:lowdin_charge:R:1
H 1.50 -0.12 2.03 0.14
N 1.25 0.82 1.32 0.09
C 0.42 0.19 0.48 -0.58
N 0.38 -1.05 0.15 0.09
N -0.51 1.04 -0.32 0.05
N -1.53 0.53 -1.14 -0.02
O -1.13 -0.42 -1.96 -0.11
H 1.05 -1.35 -0.72 0.21
H -0.43 -1.43 -0.05 0.01
H -0.99 1.78 0.20 0.12
```

Output
* DFT total energy: -334.603921 a.u.
* orbital gap: 9.24 eV


2 unconnected molecules or ions with the total composition CH4N4OS. Source: OMol25; level of theory: the ωB97M-V functional and the def2-TZVPD basis.

XYZ file:
```
11
Properties=species:S:1:pos:R:3:lowdin_charge:R:1
C 1.40 -0.34 -0.86 0.13
N -1.87 0.88 0.29 -0.09
N -2.16 -0.16 0.88 -0.19
N -0.62 1.30 0.46 -0.20
N 0.34 0.44 0.84 -0.18
O -0.61 -2.13 0.49 -0.50
S -0.73 -0.99 1.38 0.86
H 0.86 0.28 -1.53 0.01
H 2.43 -0.01 -0.72 0.04
H 1.34 -1.35 -1.07 -0.01
H -0.37 2.08 -0.16 0.14
```

Output
* DFT total energy: -732.743055 a.u.
* orbital gap (alpha / beta): 8.24 / 8.25 eV


2 unconnected molecules or ions with the total composition CH4N4S. Source: OMol25; level of theory: the ωB97M-V functional and the def2-TZVPD basis.

XYZ file:
```
10
Properties=species:S:1:pos:R:3:lowdin_charge:R:1
N 1.32 -1.74 -1.11 0.16
N 1.33 -1.93 0.00 -0.88
S 1.53 -2.18 1.43 0.70
H 0.76 2.31 -0.21 0.09
N 0.93 1.34 0.28 0.03
N 0.11 0.44 0.31 -0.23
C -1.28 0.50 -0.16 -0.11
H -1.56 1.47 -0.56 0.06
H -1.37 -0.49 -0.80 0.11
H -1.78 0.27 0.82 0.09
```

Output
* DFT total energy: -657.590397 a.u.
* orbital gap: 9.57 eV


A gas-phase ion, CH4N5 (charge +1). Source: OMol25; level of theory: the ωB97M-V functional and the def2-TZVPD basis.

XYZ file:
```
10
Properties=species:S:1:pos:R:3:lowdin_charge:R:1
N 3.17 -0.37 0.07 0.35
N 2.06 -0.18 0.04 0.01
N 0.91 0.69 0.11 0.16
C -0.31 0.17 0.07 -0.52
N -1.23 1.10 0.06 0.22
N -0.57 -1.13 0.09 0.20
H -0.76 2.08 -0.04 0.21
H -2.14 0.94 -0.15 0.09
H 0.30 -1.69 -0.03 0.13
H -1.43 -1.62 -0.22 0.16
```

Output
* DFT total energy: -313.961030 a.u.
* orbital gap: 9.86 eV
* charge: +1


A molecular structure, CH4N8O3. Source: OMol25; level of theory: the ωB97M-V functional and the def2-TZVPD basis.

XYZ file:
```
16
Properties=species:S:1:pos:R:3:lowdin_charge:R:1
C -4.32 -6.15 7.44 -0.79
N -4.94 -5.32 8.02 -0.08
N 0.09 2.17 -2.81 0.10
N 2.27 3.72 -1.64 -0.03
N -3.64 -6.79 6.58 -0.10
N 2.97 2.60 -2.02 -0.10
N 1.55 1.05 -3.16 0.14
N 2.60 1.32 -2.52 -0.44
N -0.93 1.55 -3.21 -0.65
O 3.51 0.49 -2.25 -0.12
O -1.08 0.44 -3.75 -0.07
O -1.93 2.25 -2.90 -0.11
H 1.79 4.11 -2.50 0.09
H 1.60 3.72 -0.87 0.06
H -3.41 -7.71 7.04 -0.04
H 3.86 2.55 -1.46 0.14
```

Output
* DFT total energy: -703.962732 a.u.
* orbital gap: 6.41 eV
* charge: -2


What is the DFT total energy in the third record? -1000.727168 a.u.